[1]
DFT (ωB97M-V/def2-TZVPD) results for a structure of composition C16H42O20P4Pb in a non-equilibrium geometry.

Results
- LUMO energy (eV) = 0.44
- spin multiplicity = 1
- highest occupied orbital energy (eV) = -7.51

Each line ends with the Mulliken charge.
Geometry (Å):
Pb  -0.30541  0.98574  0.86626  2.19
C  1.61853  3.33469  4.22183  -1.40
C  1.21197  2.53841  2.98478  0.65
O  1.12663  1.28629  3.02940  -0.56
O  0.92004  3.19145  1.92558  -0.64
H  2.63293  3.71607  4.08849  0.33
H  1.69174  2.68425  5.09335  0.31
H  0.89527  4.13021  4.37475  0.33
C  -4.64322  2.11064  0.90793  -1.27
C  -3.16949  1.80316  0.98349  0.76
O  -2.37065  2.24811  0.11138  -0.70
O  -2.74478  1.18192  2.00046  -0.63
H  -4.95324  2.16836  -0.14048  0.28
H  -4.91375  3.06078  1.36125  0.35
H  -5.21141  1.29112  1.34706  0.29
C  -0.93549  3.47006  -3.22308  -0.46
O  0.28473  3.97433  -2.71642  -0.42
P  1.35833  2.91422  -2.20083  -0.45
O  0.80482  1.87330  -1.31114  1.08
O  2.09489  2.42426  -3.51906  -0.41
C  3.12250  1.43779  -3.42482  -0.34
O  2.43814  3.85993  -1.50979  -0.41
C  2.12357  4.70964  -0.39812  -0.58
H  -1.73987  3.42040  -2.48471  0.17
H  -0.84159  2.47096  -3.65451  0.10
H  -1.31281  4.09833  -4.03372  0.38
H  4.01465  1.84099  -3.90714  0.30
H  2.84373  0.57591  -4.02923  0.21
H  3.38241  1.12063  -2.41858  -0.02
H  1.05070  4.89624  -0.37939  0.28
H  2.62059  5.67211  -0.51252  0.33
H  2.45032  4.24606  0.52953  0.15
C  0.82603  -1.63468  -3.11081  -0.68
O  -0.10865  -0.58415  -3.35783  -0.36
P  -1.46788  -0.63275  -2.47800  -0.47
O  -1.23382  -0.45377  -1.03881  0.78
O  -2.41052  0.44146  -3.18667  -0.21
C  -3.75848  0.54260  -2.73815  -0.73
O  -2.12407  -2.03226  -2.92389  -0.16
C  -2.28405  -2.32630  -4.30321  -0.92
H  0.30930  -2.53463  -2.76520  0.45
H  1.58695  -1.33877  -2.38961  -0.07
H  1.29724  -1.85681  -4.07021  0.36
H  -4.46088  0.03962  -3.40639  0.31
H  -4.01600  1.60186  -2.82524  0.26
H  -3.89838  0.26602  -1.69424  0.16
H  -1.56441  -3.08218  -4.61273  0.28
H  -2.13724  -1.44878  -4.94093  0.36
H  -3.31409  -2.61892  -4.50647  0.29
C  -0.42817  -2.37865  4.55673  -0.51
O  -0.66362  -3.18944  3.41252  -0.33
P  -1.43383  -2.61667  2.14297  -0.41
O  -0.71501  -1.52529  1.47234  1.00
O  -2.86568  -2.18812  2.69997  -0.32
C  -3.86871  -1.71991  1.80172  -0.25
O  -1.75425  -3.90392  1.23788  -0.25
C  -2.01686  -5.18004  1.79684  -0.83
H  -1.14568  -1.57127  4.68138  0.31
H  0.58244  -1.96575  4.54407  0.08
H  -0.43010  -3.00581  5.44959  0.28
H  -4.50100  -2.54997  1.47131  0.29
H  -3.41674  -1.24785  0.92900  -0.13
H  -4.50914  -1.02976  2.34319  0.22
H  -1.22121  -5.86736  1.49744  0.28
H  -2.95974  -5.56027  1.40129  0.28
H  -2.06057  -5.19107  2.88685  0.32
C  2.60632  -3.38619  -0.05392  -0.40
O  3.28607  -2.19712  -0.45229  -0.33
P  3.24759  -0.89045  0.46185  -0.56
O  1.91943  -0.29709  0.61341  1.38
O  4.29928  0.07659  -0.22895  -0.49
C  4.40232  1.41405  0.23992  -0.42
O  3.99404  -1.31666  1.82435  -0.31
C  3.20618  -1.91594  2.87564  -0.22
H  2.23810  -3.86312  -0.95756  0.27
H  1.79564  -3.23642  0.66076  -0.01
H  3.33340  -4.03098  0.44773  0.29
H  5.34882  1.57592  0.75837  0.34
H  3.65057  1.63441  1.00779  -0.03
H  4.25937  2.16377  -0.53499  0.22
H  2.15351  -2.01042  2.60052  -0.26
H  3.23768  -1.22307  3.71551  0.32
H  3.64372  -2.89011  3.08320  0.35

---

[2]
DFT (ωB97M-V/def2-TZVPD) results for a cluster of 7 separate species, C26H52O12S in total.

Results
- LUMO energy (eV) = 0.51
- spin multiplicity = 1
- highest occupied orbital energy (eV) = -9.05

Each line ends with the Mulliken charge.
Geometry (Å):
C  -2.92601  -3.81670  -1.07519  -1.03
C  -2.17496  -4.73099  -2.03837  -0.11
O  -1.42116  -4.03820  -3.02063  -0.51
C  -0.40779  -3.19224  -2.49516  0.30
C  0.93086  -3.51843  -3.17540  -1.24
C  2.03851  -3.93044  -2.23262  0.15
O  1.60164  -5.12067  -1.54151  -0.37
S  2.06032  -5.12625  -0.03369  1.16
O  1.00006  -5.62955  0.75968  -0.57
O  3.36509  -5.68110  0.06897  -0.64
O  2.13842  -3.56384  0.13743  -0.14
C  2.41628  -2.89866  -1.12812  -0.20
O  1.68076  -1.76771  -1.24808  -0.23
C  1.95014  -0.74832  -0.26118  -0.25
C  0.90024  -0.75002  0.83937  -0.94
H  -3.79027  -4.33505  -0.66086  0.40
H  -3.25307  -2.91529  -1.59520  0.26
H  -2.30458  -3.50418  -0.23563  0.23
H  -1.52728  -5.42493  -1.48639  0.20
H  -2.88656  -5.33501  -2.60100  0.38
H  -0.32520  -3.32543  -1.41662  0.09
H  -0.68286  -2.15346  -2.68331  -0.03
H  1.29348  -2.69094  -3.78612  0.33
H  0.74019  -4.36543  -3.83616  0.48
H  2.94700  -4.16234  -2.78959  0.46
H  3.48851  -2.67907  -1.12800  0.49
H  2.93834  -0.90423  0.17490  0.30
H  1.96228  0.21428  -0.76764  0.20
H  0.81159  0.23712  1.28366  0.48
H  1.17202  -1.45130  1.62882  0.15
H  -0.06983  -1.04724  0.43912  0.20
C  -0.76896  1.09027  -3.24752  -0.72
C  0.41110  1.97716  -2.92393  0.95
O  0.45754  2.61989  -1.90197  -0.58
C  1.52444  2.01097  -3.94111  -0.96
H  -1.49755  1.14196  -2.44175  0.30
H  -1.23119  1.40972  -4.18350  0.42
H  -0.43519  0.05770  -3.37074  -0.10
H  1.14597  2.37495  -4.89779  0.18
H  1.92809  1.00579  -4.08380  0.27
H  2.31438  2.67339  -3.59423  0.33
C  3.60311  4.00722  1.08991  -1.17
C  3.99463  2.55374  0.98526  0.83
O  3.16262  1.68064  0.92338  -0.47
C  5.47349  2.24722  0.95915  -1.18
H  2.51946  4.09271  1.09211  0.27
H  4.01223  4.44004  2.00483  0.37
H  4.01111  4.56619  0.24576  0.35
H  5.94870  2.61934  1.86842  0.35
H  5.94387  2.74720  0.11050  0.35
H  5.62678  1.17348  0.88268  0.27
C  -0.96284  2.27503  4.61955  -1.08
C  -1.58193  2.01329  3.26567  0.70
O  -1.02879  1.31989  2.44458  -0.46
C  -2.91698  2.66247  3.00701  -1.00
H  -0.00938  1.75764  4.69542  0.31
H  -0.81623  3.34741  4.76050  0.32
H  -1.63343  1.92958  5.40842  0.31
H  -2.83406  3.74504  3.10379  0.32
H  -3.64459  2.32855  3.74637  0.24
H  -3.25761  2.40654  2.00588  0.32
C  0.14568  -4.41322  5.84836  -1.13
C  1.11796  -3.62582  4.99908  0.65
O  1.55608  -2.56057  5.36523  -0.57
C  1.50224  -4.24485  3.67916  -0.82
H  -0.05838  -3.87419  6.77035  0.31
H  -0.78508  -4.57103  5.30065  0.31
H  0.56259  -5.39472  6.08102  0.33
H  0.61754  -4.40118  3.06102  0.27
H  1.97113  -5.21693  3.84159  0.47
H  2.19675  -3.59154  3.15483  0.17
C  -0.23884  1.82804  -8.31947  -1.08
C  0.94746  2.71331  -8.02304  0.91
O  1.01371  3.36804  -7.00883  -0.57
C  2.04692  2.73880  -9.05632  -1.17
H  -0.96032  1.89335  -7.50872  0.25
H  -0.71116  2.13584  -9.25389  0.36
H  0.08666  0.79301  -8.43871  0.32
H  1.65121  3.07687  -10.01560  0.34
H  2.44822  1.73393  -9.19959  0.33
H  2.84082  3.40697  -8.73270  0.31
C  -6.15686  3.46830  6.64243  -1.08
C  -5.58336  4.52408  5.72834  0.79
O  -4.58729  4.32436  5.07362  -0.48
C  -6.31831  5.84119  5.67356  -1.13
H  -5.54638  2.56984  6.59848  0.27
H  -6.18839  3.83887  7.66852  0.33
H  -7.17969  3.23115  6.34455  0.33
H  -6.35473  6.29032  6.66762  0.34
H  -7.34662  5.68259  5.34407  0.34
H  -5.81451  6.51579  4.98608  0.28

---

[3]
DFT (ωB97M-V/def2-TZVPD) results for a structure of composition C18H19F6NO4PtS5.

Results
- net charge = +2
- LUMO energy (eV) = -8.42
- spin multiplicity = 1
- highest occupied orbital energy (eV) = -13.89

Each line ends with the natural charge from an NBO analysis.
Geometry (Å):
Pt  -0.03118  -0.64699  0.20098  0.92
C  -1.89327  -2.38086  2.20175  -0.55
C  -1.87499  -3.38081  1.06029  -0.56
S  -0.40845  -3.18062  -0.00399  0.38
C  -1.15432  -3.21365  -1.65290  -0.56
C  -2.15878  -2.10303  -1.89132  -0.55
S  -1.51527  -0.42789  -1.49122  0.61
C  -2.93164  0.32415  -0.63308  -0.56
C  -3.25535  -0.40386  0.65231  -0.55
S  -1.75493  -0.64311  1.68359  0.58
H  -1.04092  -2.51836  2.87062  0.28
H  -2.79959  -2.46018  2.80503  0.28
H  -2.77765  -3.32919  0.45575  0.23
H  -1.82545  -4.38790  1.47572  0.29
H  -1.63406  -4.18117  -1.80409  0.28
H  -0.30610  -3.14370  -2.33329  0.29
H  -3.08886  -2.24485  -1.34558  0.23
H  -2.39994  -2.03394  -2.95403  0.28
H  -3.78058  0.32415  -1.31856  0.28
H  -2.61962  1.35740  -0.46852  0.29
H  -3.70867  -1.37657  0.47731  0.24
H  -3.94032  0.18325  1.26450  0.29
F  5.15569  -2.06255  2.09021  -0.27
C  4.08466  -1.34050  2.31830  0.80
F  3.60030  -1.57924  3.52311  -0.28
F  4.33252  -0.05776  2.16410  -0.28
S  2.77902  -1.86595  1.10109  2.19
O  1.62301  -0.99289  1.51844  -0.97
O  2.54802  -3.26395  1.19685  -0.85
N  3.40651  -1.34949  -0.25478  -1.16
S  2.45742  -1.13947  -1.46859  2.18
O  1.46274  -0.04448  -1.14973  -0.93
O  1.83409  -2.29096  -2.05190  -0.90
C  3.56193  -0.35567  -2.74553  0.81
F  4.36837  -1.28868  -3.18977  -0.26
F  2.76073  0.07404  -3.70498  -0.28
F  4.22869  0.64034  -2.21218  -0.27
C  -0.69227  4.82686  -1.58490  -0.20
C  -0.68506  3.56143  -2.20626  -0.16
C  -0.40128  2.43163  -1.49176  -0.27
C  -0.12098  2.49180  -0.10292  -0.05
C  0.15112  1.40095  0.75717  -0.07
C  0.50542  1.53007  2.06503  -0.27
C  0.60076  2.82359  2.62716  -0.20
C  0.29088  3.91298  1.87176  -0.13
C  -0.07569  3.77904  0.51192  -0.08
C  -0.37738  4.92734  -0.26274  -0.14
H  -0.91889  5.71024  -2.16542  0.24
H  -0.87674  3.48965  -3.26883  0.23
H  -0.31219  1.49595  -2.02110  0.20
H  0.72258  0.68078  2.69827  0.24
H  0.89866  2.92300  3.66180  0.24
H  0.32933  4.90589  2.30101  0.24
H  -0.34202  5.89374  0.22393  0.24

---

In the order shown, the computed M values come out to 885.59, 588.76, 782.75 g mol⁻¹.